Entry 1:
Below is a 9-piece molecular cluster, C37H74N2O21 overall, with properties calculated with the ωB97M-V functional and the def2-TZVPD basis.

Each line ends with the Mulliken charge.
Positions of all 134 atoms, in Å:
O1 0.72632 -2.85407 1.64441  -0.066
H1 -5.30403 -0.23189 -1.66938  0.359
H2 -0.09662 -4.26209 0.29000  0.332
C1 -0.79449 7.10638 1.77491  -0.511
H3 -1.77428 2.80347 7.85747  0.220
H4 -1.34819 8.07077 1.59862  0.264
H5 -0.74496 6.85753 2.87119  0.173
C2 -0.36798 -3.36324 0.79980  -0.530
H6 0.05449 4.50876 -2.48109  0.353
H7 0.45703 -6.49453 -2.52210  0.544
H8 1.77938 7.77595 -0.04335  0.338
H9 3.20210 1.98637 1.68067  0.496
O2 -2.35840 4.66560 6.98622  -0.289
H10 -1.24144 -3.62902 1.47003  0.340
O3 -4.00262 -0.96272 -4.67820  0.094
H11 1.57074 5.60302 -0.41231  0.252
O4 -0.01288 2.91446 6.34165  -0.201
H12 -0.24919 -0.94315 -7.03970  0.277
C3 -0.63714 0.10105 -6.74601  -0.855
H13 6.88793 0.86085 2.98661  0.341
H14 1.00024 6.42344 -1.90409  0.376
O5 5.03252 -3.47126 0.21607  -0.371
H15 4.96028 -1.84974 -1.06779  0.289
O6 -0.44249 5.50779 -0.79629  -0.164
O7 -2.45882 4.40566 -2.66623  -0.432
H16 -0.01807 4.98559 6.81764  0.292
H17 3.60267 -1.02448 4.40099  0.057
H18 -0.78089 0.64751 -2.69743  0.230
C4 2.39029 -3.46090 3.25548  -1.150
H19 4.43697 -1.62221 0.55656  -0.464
H20 -4.20870 4.17143 8.03558  0.309
H21 0.38375 3.63449 -0.90926  0.197
N1 3.02857 1.05548 -1.35569  -0.637
H22 5.97668 -2.14510 2.92723  0.379
O8 -1.58260 -4.61007 -4.56383  -0.275
H23 2.03082 -4.41167 1.35711  -0.008
C5 1.51915 -3.93411 2.14269  -0.291
O9 -2.96032 -6.10879 -3.67553  -0.411
C6 -0.71877 0.00505 -0.78529  0.192
H24 -4.60654 -1.94444 -0.09972  0.466
C7 -4.19526 -0.48175 -5.93375  -0.805
O10 3.22372 -2.39687 2.84007  0.285
C8 -3.71517 4.99917 7.53384  -0.743
C9 -3.85360 4.16311 -2.61603  -0.536
C10 1.27735 -3.61414 -3.46090  0.485
H25 -4.54799 -4.84842 -3.45297  0.439
C11 -1.47457 3.92297 7.81553  -0.583
O11 3.09842 -4.21574 -0.53029  -0.143
H26 -3.67377 5.85930 8.24973  0.281
C12 5.34237 -1.39352 3.45377  -0.772
H27 -4.21897 3.17528 -2.96452  0.055
H28 -2.44705 -2.93660 -3.71289  -0.397
H29 -1.63139 4.24501 8.79764  0.513
C13 1.17988 2.00494 4.42130  0.029
O12 2.38754 -4.22678 -3.86494  -0.403
H30 1.99679 2.36923 3.79752  0.044
C14 -1.74073 -5.91834 -4.27006  0.568
C15 0.75262 7.42799 -0.00178  -0.665
H31 -5.42940 0.44006 -4.05890  0.433
H32 0.59050 -1.29671 4.30514  -0.001
C16 -5.10842 -0.60154 -3.81395  -0.740
C17 -0.38943 -0.19967 -2.19067  0.354
H33 -4.22850 5.33950 6.63193  0.232
C18 1.26235 2.80311 5.67847  -0.911
H34 -3.24199 -4.56169 -2.36137  0.086
H35 2.22237 -2.35872 -0.16214  -0.378
H36 -4.01462 -3.45321 -0.67372  0.365
C19 -3.96538 -2.39174 -0.83763  -0.985
H37 -6.04702 -1.23817 -3.91431  0.241
H38 7.04866 -0.52423 1.94077  0.348
C20 4.25858 -4.55245 0.06728  0.503
H39 2.12164 -6.22294 -4.32812  0.276
O13 -4.39498 -2.12603 -2.12684  -0.232
H40 -3.19846 -3.42969 -5.09302  -0.021
O14 1.28259 0.60053 4.68669  -0.398
H41 -1.54077 2.70824 -2.11192  0.013
H42 -0.65205 -0.05021 4.16145  0.516
C21 -2.71308 -3.82760 -4.23525  0.730
H43 -3.58264 -0.14404 -2.39792  0.014
C22 0.76645 6.18815 -0.86527  -0.389
H44 0.25717 2.17732 3.78462  0.406
H45 2.58411 0.27815 1.71101  -0.466
O15 0.53372 7.25130 1.35551  -0.341
H46 -5.07791 -0.91775 -6.47294  0.301
H47 5.87476 -1.00449 4.35870  0.432
H48 1.98063 2.22738 6.27973  0.207
C23 -0.10120 3.95927 7.29138  -0.484
H49 -4.44147 0.59790 -5.84102  0.447
H50 3.03570 -4.31559 3.52237  0.451
H51 -2.66463 -1.48030 -7.17552  0.341
H52 -0.52923 0.68952 -7.68199  0.342
H53 -1.25301 6.29453 1.35480  0.230
H54 0.66945 -0.23210 -2.29350  0.386
C24 6.35967 0.27917 2.25261  -0.983
H55 1.44074 1.61449 1.26760  0.349
C25 -2.95738 -0.47628 -6.88355  -0.621
O16 5.08242 -0.29282 2.61212  -0.097
N2 -0.92675 0.19730 0.33996  -0.563
O17 4.55531 -5.66038 0.44183  -0.624
H56 0.62467 -0.27692 2.93369  0.163
H57 -0.92210 -1.09645 -2.48437  -0.546
C26 2.49086 1.28899 1.19825  0.328
H58 1.74029 -3.14759 4.08030  0.348
H59 1.63870 -5.51141 -1.49160  -0.119
H60 -3.31809 0.19352 -7.70541  0.349
H61 0.18401 0.50695 -6.14255  0.265
H62 -2.92987 -2.00699 -0.73539  0.291
C27 3.03586 -2.81240 -0.75640  0.354
C28 -0.29000 4.31661 -1.48297  -0.477
C29 -1.66289 3.73279 -1.71860  -0.142
H63 0.70855 3.94406 8.08648  0.337
O18 0.95039 -2.49133 -3.73914  -0.585
O19 -1.90102 0.10781 -6.12702  -0.176
H64 -4.29099 4.80922 -3.37062  0.301
C30 4.37108 -2.32139 -0.25964  0.325
C31 2.27338 -5.62998 -3.46785  -0.453
C32 1.12298 -5.62910 -2.47023  -0.097
H65 6.24115 0.92744 1.38904  0.288
H66 -2.32111 3.73469 -0.77358  0.401
C33 -3.51725 -4.78875 -3.38495  -0.121
H67 2.92015 -2.75082 -1.83125  0.442
H68 -4.26036 4.42930 -1.62864  0.340
C34 2.83234 1.14030 -0.22619  -0.099
H69 3.27169 -5.83165 -3.03226  0.296
C35 0.37529 -0.29212 3.99885  -0.441
H70 0.90005 -4.72545 2.52825  0.627
H71 0.09247 8.24859 -0.40841  0.338
H72 4.16962 -2.71145 4.59062  0.492
O20 0.49996 -4.42508 -2.79806  0.023
H73 -0.63467 -2.52983 0.14501  -0.220
O21 -0.93755 -6.81329 -4.37633  -0.601
C36 -4.54724 -0.68309 -2.41356  -0.071
C37 4.01974 -1.89489 3.87827  -0.580
H74 1.51075 3.80008 5.47286  0.480

The total charge is 0. As for the LUMO energy: 0.58 eV. As for the orbital gap: 0.365 Eh. The value obtained for the total energy is -85537.3124 eV.


Entry 2:
Below is a 4-piece molecular cluster, C37H74N6O4 overall, with properties calculated with the ωB97M-V functional and the def2-TZVPD basis.

Each line ends with the Mulliken spin population.
Positions of all 121 atoms, in Å:
H1 -1.10404 5.78893 -0.02359  0.003
H2 -0.71338 -5.43727 -0.92066  0.000
C1 5.17567 1.35557 -1.10358  -0.014
H3 -2.81843 -8.42298 3.04274  -0.010
H4 -0.61609 10.82386 1.60383  0.001
H5 -3.69997 -0.23613 4.10283  0.000
H6 4.59991 2.24975 -1.37007  0.001
H7 -5.28151 -1.10330 1.80472  0.000
H8 0.84084 8.63441 1.50814  0.000
C2 -0.49715 -5.53703 0.14806  -0.027
H9 -0.53361 -3.35251 3.17758  -0.002
H10 -0.28726 -9.56051 4.58712  0.000
C3 0.05788 -9.37981 0.37997  -0.017
H11 -3.72464 -2.13765 0.67474  0.000
H12 -0.18502 2.90101 2.68232  0.000
H13 5.38923 -2.85964 -4.47579  0.000
C4 5.48935 0.48811 -2.35657  0.026
H14 -4.57980 1.43324 0.09861  0.000
C5 -3.06088 0.48601 2.24281  0.000
H15 2.01573 0.12360 0.50380  -0.003
O1 3.28802 -0.22259 -2.27560  0.603
H16 -4.49489 8.34540 0.67064  -0.006
H17 4.73353 0.59278 -5.72164  -0.008
H18 -2.16933 5.61233 1.35397  0.000
H19 5.68427 -1.26097 -1.07243  0.005
H20 6.70847 1.01887 -4.15179  -0.001
C6 -3.65272 7.83725 1.15123  0.018
C7 0.99248 -0.19638 0.08662  0.006
H21 -1.11082 -4.79558 0.67413  0.006
H22 6.95638 -2.68329 -2.55452  0.002
H23 1.18125 -7.60148 -0.00441  0.004
H24 0.76458 10.64365 -0.11080  0.000
H25 1.34004 -9.17218 2.08460  0.003
O2 -3.79769 -1.89031 -0.28183  0.000
H26 0.58493 9.56603 -1.47503  0.000
H27 6.18009 -0.38425 -5.38827  0.001
H28 0.46968 -0.98316 0.76375  0.000
C8 4.39742 -0.94114 -4.17914  0.028
H29 -2.93505 5.97301 -1.62600  0.000
C9 -5.56140 -0.43039 0.91376  0.000
C10 3.01598 -1.43347 -4.70261  -0.007
C11 -0.82303 1.15689 1.42025  0.000
C12 -0.21269 -8.54731 4.17823  -0.006
H30 7.20831 -1.39015 -3.70837  -0.001
H31 6.10060 1.69533 -0.62598  0.000
H32 -0.91302 -9.81209 0.11871  0.000
C13 0.02196 10.10057 -0.70506  -0.005
H33 -5.81620 -1.81654 -0.93958  0.000
N1 -1.95396 8.50467 -0.55516  0.281
H34 -6.12421 1.72656 1.20571  0.000
H35 -4.80306 1.28816 3.08762  0.000
N2 -2.97949 -0.29375 3.35371  0.000
C14 -2.06682 -9.14938 2.71685  0.020
N3 -0.71358 -7.12061 2.13169  0.316
C15 0.02887 1.13837 0.01048  -0.002
H36 0.65309 2.09350 -0.14321  0.001
H37 0.55490 -5.26053 0.27542  0.002
O3 -1.44729 8.05807 -1.75396  0.635
C16 5.09164 -0.40880 -5.46245  0.013
H38 4.61736 0.80658 -0.33768  0.003
H39 -0.61376 10.84553 -1.19606  0.000
H40 0.12688 6.30269 1.99165  0.002
H41 -4.22910 7.16735 -1.41027  -0.001
H42 -0.06927 -7.91892 -1.18614  0.000
H43 5.99294 2.39111 -3.32695  -0.003
O4 0.43228 -6.47152 2.53223  0.624
C17 6.43630 1.40191 -3.17347  0.004
H44 3.14038 -2.14738 -5.52377  0.000
H45 -2.11056 -9.98914 3.41642  0.001
H46 2.41649 -0.59842 -5.08187  0.000
C18 -2.63008 7.33890 0.10002  0.016
C19 -3.52013 6.52116 -0.87986  -0.009
H47 4.56627 -2.72115 -2.93578  0.004
H48 -2.37688 -9.56954 1.75860  0.001
C20 0.14351 -7.94193 -0.11152  0.017
H49 -2.71678 -8.12517 0.50364  0.000
C21 -2.26446 -7.19551 0.17346  0.017
H50 -4.78575 -0.28675 -1.28680  0.000
H51 -0.65642 0.95677 -0.90931  -0.001
H52 0.18156 -10.47870 2.22034  0.001
H53 -0.67004 3.45777 0.98160  -0.001
C22 -0.82048 9.14754 0.19308  0.030
H54 -2.54008 0.74032 0.22696  0.000
H55 -2.23435 10.66319 0.93393  -0.009
H56 2.43596 -1.95456 -3.93586  0.001
H57 -0.85062 -7.89914 4.78942  -0.001
C23 -0.64864 -8.51692 2.68361  0.013
H58 -4.06151 6.99464 1.72079  -0.001
N4 4.26869 0.15788 -3.16229  0.322
H59 -4.10677 5.77189 -0.33723  0.000
H60 -1.64980 9.57633 2.21288  0.001
H61 0.81128 -9.98564 -0.13346  0.002
C24 6.24936 -0.76983 -1.87491  0.018
H62 -1.07221 7.46382 2.52271  0.000
H63 7.38382 1.54751 -2.64253  0.000
H64 -2.31895 -7.21632 -0.92082  0.000
C25 -0.59518 7.04333 1.63197  -0.016
H65 -2.00247 3.02613 2.22678  0.000
C26 -1.14926 -2.37778 3.32721  0.002
H66 1.06936 -0.65834 -0.97590  0.003
C27 -1.63158 6.35594 0.75443  0.017
H67 4.88546 -1.05350 -6.32182  0.000
N5 -4.22821 1.43349 2.22286  0.000
H68 0.82730 -8.24110 4.32030  -0.001
H69 -3.24931 8.51946 1.89274  0.000
C28 -0.96768 2.71531 1.83265  0.000
C29 0.13531 8.12509 0.84185  0.022
C30 -1.37065 10.09499 1.29401  0.016
N6 -2.11622 0.45247 1.12366  0.000
C31 -5.14214 1.12661 1.06648  0.000
C32 0.29488 -9.44110 1.88628  0.018
C33 6.49413 -1.78687 -2.98021  -0.019
H70 -0.16627 0.60401 2.18928  0.000
C34 5.17903 -2.16375 -3.65557  0.018
H71 7.21068 -0.48534 -1.43276  0.000
C35 -1.86155 -1.27495 3.51718  0.000
H72 -6.72504 -0.46841 0.83361  0.000
C36 -5.02428 -1.10416 -0.48537  0.000
C37 -0.80393 -6.97939 0.64183  0.021
H73 0.74551 7.63911 0.07007  0.003
H74 -2.91236 -6.38235 0.51702  -0.006

As for the expectation value of S²: 3.7639. The total charge is +1. As for the LUMO energy (alpha / beta): -4.03 / -4.03 eV. Its spin multiplicity is 4. As for the orbital gap (alpha / beta): 0.240 / 0.261 Eh. The value obtained for the total energy is -56680.8828 eV.


Entry 3:
Below is a 5-piece molecular cluster, C37H74NO17 overall, with properties calculated with the ωB97M-V functional and the def2-TZVPD basis.

Each line ends with the Mulliken charge.
Positions of all 129 atoms, in Å:
C1 5.78092 -4.07183 -4.15443  -0.543
C2 -1.20463 -0.69368 -1.76496  0.710
H1 5.49686 4.32901 -0.33600  0.136
H2 4.72560 -6.30904 -0.09846  0.380
H3 5.73749 7.29652 -0.69529  0.369
C3 0.66634 4.07632 5.03154  -0.379
H4 -5.13493 1.41926 -0.15077  0.099
H5 4.09613 -5.38808 -2.32118  0.166
H6 -4.24615 -2.39500 2.36147  0.164
H7 6.81073 -3.83507 -2.26229  0.093
H8 -0.71558 1.06487 4.95625  0.434
C4 -2.06967 2.18763 -3.83319  -0.808
H9 -5.89747 -2.55367 -2.79012  0.341
H10 -6.06454 -4.19438 4.03749  0.099
H11 4.68887 2.17444 -1.26688  0.325
H12 3.87817 5.55213 1.60598  0.072
C5 5.82847 3.98069 -1.31473  -0.490
H13 -8.12274 -1.24138 3.15363  0.427
O1 -2.78897 1.81912 -2.66158  -0.189
H14 4.26199 7.77574 -1.56585  0.371
H15 5.09915 -6.12890 -5.93623  0.313
H16 2.36826 2.44116 -3.26098  0.156
O2 -6.48804 -2.16873 3.85531  -0.477
H17 5.77896 6.76234 -3.10543  0.438
H18 1.95426 -1.81910 -2.13304  0.780
C6 -8.63881 -3.28843 3.30309  -0.589
H19 -1.54499 1.33593 -4.29786  0.282
C7 -5.61365 -1.51433 -2.99964  -0.756
H20 0.91163 1.20270 6.80472  0.352
H21 3.96126 2.74847 6.54170  0.234
H22 1.94372 3.78718 0.97796  0.378
C8 1.04466 4.42607 3.60387  -0.450
O3 -5.72721 1.11340 -3.07837  -0.596
H23 0.12830 4.61597 3.03480  0.337
H24 8.46089 -5.54748 -0.96692  0.242
C9 1.11829 -1.12610 -2.03084  -1.012
O4 -3.23818 -0.67373 -0.63360  -0.406
O5 4.78916 -3.46162 -1.95174  -0.393
H25 7.53772 -4.62293 0.22615  0.372
H26 0.64023 2.15278 -1.78960  0.608
H27 2.33971 0.50530 -2.01920  0.161
C10 1.24026 1.10687 5.76467  -0.552
H28 4.41519 5.68700 -2.93818  0.009
O6 -8.14753 -4.57316 2.95560  -0.284
C11 -5.56932 -3.25089 3.80585  -0.364
H29 1.64479 5.34346 3.61536  0.327
C12 -2.66509 -1.12484 -1.59394  0.569
H30 -1.48716 2.75703 -1.37019  0.536
H31 -9.48261 -5.92055 3.78251  0.311
C13 4.84760 6.92018 -1.20988  -0.552
H32 0.37273 3.12638 1.54244  0.394
H33 6.15341 -2.37162 -2.94768  0.432
H34 0.47335 1.62144 3.80342  -0.068
C14 3.20104 1.99955 6.76226  -0.841
C15 7.60542 -5.58372 -0.29319  -0.802
C16 5.27696 6.09051 -2.40544  -0.265
H35 7.76012 -6.38702 0.43312  0.303
O7 4.02133 6.17196 -0.32659  -0.248
H36 -7.15379 3.25793 -0.26571  0.374
C17 -5.89507 0.56766 -2.01381  0.572
H37 1.55029 3.91563 5.64937  0.136
C18 4.33470 -4.73024 -1.48510  -0.316
H38 -6.26713 -1.19112 -3.82278  0.477
C19 4.81464 3.03682 -1.93626  -0.523
H39 5.38824 6.39091 1.22969  0.404
H40 5.20405 2.68084 -2.89606  0.450
H41 -5.06932 -1.93318 0.46399  0.289
H42 3.69176 1.09300 7.12977  0.307
H43 3.61900 3.36293 -4.15294  0.491
H44 -0.35911 -2.66814 -1.95168  0.590
C20 -7.62399 -2.20213 2.99966  -0.049
H45 -9.54006 -3.10603 2.70511  0.390
C21 0.17667 1.68817 4.85183  -0.127
O8 1.83075 3.40707 3.00041  -0.266
H46 -3.99267 -4.13280 2.66127  0.372
C22 1.46012 3.09612 1.67932  -0.926
C23 4.71881 -6.05379 -4.91306  -0.808
H47 -7.77611 -6.41479 3.72754  0.232
H48 -1.31080 2.94469 -3.56159  0.364
C24 -4.14259 -1.40965 -3.40142  -0.197
H49 6.73980 3.40386 -1.13859  0.435
H50 6.66241 -3.83422 -4.76169  0.406
H51 4.89515 -3.65105 -4.64531  0.306
O9 6.22810 5.06791 -2.12906  -0.471
C25 -0.88766 0.67442 -1.72260  0.582
C26 -4.75322 -3.35228 2.52957  -0.304
C27 4.30989 6.38104 1.04336  -0.689
O10 -0.25436 3.00328 5.17323  -0.466
H52 -6.82942 0.93517 -0.10321  0.352
H53 -7.32066 -2.22273 1.95198  -0.123
N1 1.38038 0.17074 -1.96769  0.509
C28 -6.06137 1.39943 -0.74035  0.024
H54 -4.86824 -3.06761 4.62439  0.423
H55 3.78697 -5.47722 -4.90260  0.359
H56 0.15672 4.94650 5.45212  0.426
H57 2.53987 2.40508 7.53453  0.395
H58 -6.17592 -3.01825 -0.38208  0.229
C29 -0.15983 -1.60001 -1.92712  -0.595
O11 -5.99068 -0.76754 -1.83302  -0.243
O12 2.49760 1.73254 5.56458  -0.256
H59 3.38560 -4.52622 -0.97979  0.393
C30 -6.49130 2.85025 -1.03853  -1.247
O13 6.45168 -5.84251 -1.07213  -0.286
H60 5.41959 -4.73502 0.35822  0.357
C31 -1.94293 1.76457 -1.52427  -1.235
C32 5.24042 -5.41833 -0.47902  -0.609
H61 2.19926 4.19906 -3.51266  0.236
O14 -3.21232 -2.00339 -2.46164  -0.443
O15 -5.55377 -3.71757 1.41970  -0.369
H62 -2.58881 1.51645 -0.67735  0.302
H63 -5.62830 3.52394 -1.12727  0.275
H64 1.36056 0.04118 5.53293  0.387
C33 -5.28610 -2.97982 0.24594  -0.617
H65 4.50043 -7.05493 -4.54288  0.239
H66 -8.90829 -3.24191 4.36366  0.352
O16 3.54200 3.65522 -2.08896  -0.143
H67 -4.04496 -1.99133 -4.32957  0.423
C34 -8.45047 -5.57689 3.90330  -0.825
H68 -4.44598 -3.42926 -0.29863  0.317
O17 5.69178 -5.48226 -4.06244  -0.281
H69 -3.86674 -0.38336 -3.68067  0.096
H70 -7.02858 2.91275 -1.99168  0.304
H71 1.80226 2.08006 1.46748  0.225
H72 -8.29241 -5.22355 4.92748  0.388
H73 3.86289 7.31737 1.39113  0.316
C35 0.41263 1.09071 -1.83234  -0.878
H74 -2.75086 2.61753 -4.57415  0.277
C36 5.94527 -3.43332 -2.78755  -0.312
C37 2.91084 3.39549 -3.32125  -0.834

The total charge is +1. As for the LUMO energy: -4.64 eV. As for the orbital gap: 0.213 Eh. The value obtained for the total energy is -75851.9332 eV.